# 1
136
Properties=species:S:1:pos:R:3:mulliken_charge:R:1 method="wB97M-V/def2-TZVPD" total_energy_ha=-5212.8734 orbital_gap_ev=5.667 homo_ev=-19.031 lumo_energy_ha=-0.4911 multiplicity=1 charge=+5 max_force_ev_per_a=2.525
H -2.288 -3.314 4.855 0.399
C 0.750 7.390 -2.911 -0.990
H 3.837 5.115 3.306 0.560
C -4.124 -0.311 0.940 -1.075
H -4.084 -0.360 2.023 0.354
H 0.423 -6.854 3.397 0.434
Cl 5.100 -1.198 0.553 -0.166
C -1.933 2.985 -0.367 1.012
C -2.280 -3.903 2.183 -0.314
H 2.269 -3.507 0.274 -0.055
C -3.761 -4.286 2.330 -0.594
H -0.761 -10.234 4.993 0.395
C -3.410 1.177 -0.806 -0.795
C -0.731 2.909 -6.338 0.151
C 0.718 2.658 -3.783 -0.034
H -1.353 -6.299 1.949 0.381
C -1.740 -0.195 -3.599 -0.721
H 4.847 2.521 -2.495 0.437
H -1.514 -1.717 0.162 -0.786
C 3.077 -2.829 -0.003 -0.487
H -2.913 1.454 -6.325 0.576
C -0.724 0.693 -3.260 0.187
C 0.693 4.906 -6.862 -0.852
H -2.675 2.508 -2.338 0.426
H -0.637 -8.883 2.862 0.357
H -3.439 -0.522 -4.877 0.585
H -3.893 0.463 -1.458 0.590
H -1.315 3.240 1.690 0.841
H -2.572 -6.479 3.179 0.506
H 1.362 1.852 1.412 0.257
C 0.392 3.867 -5.996 0.628
H -2.874 4.759 -2.357 0.622
C 0.228 -4.754 -2.352 0.001
H 5.803 2.895 -0.336 0.612
H -1.799 -4.162 1.238 0.470
C -1.924 4.982 -1.891 -0.505
C -1.280 4.211 -0.936 0.241
H 5.244 3.625 1.978 0.672
H 2.022 6.591 -7.157 0.526
H 5.225 0.887 -1.875 0.405
C -1.869 2.638 0.984 -0.127
H -4.564 -3.567 4.232 0.358
C -1.869 -4.481 -3.582 -0.669
H 0.473 4.152 0.323 0.267
N 0.032 6.287 -2.242 0.254
H 1.322 3.554 7.864 0.346
C -2.688 1.608 1.407 -1.037
C -0.571 -6.950 3.837 -0.671
C 2.343 2.146 1.057 -0.426
C -0.953 -8.456 3.816 -0.569
H -2.017 -5.543 -3.357 0.423
C 1.048 3.742 -4.764 0.869
C -2.304 1.200 -5.467 -0.926
H -1.759 6.486 -3.344 0.453
H 2.983 5.753 5.530 0.524
C -1.090 1.875 -5.313 0.621
H 0.535 8.311 -2.369 0.322
C 1.830 2.656 5.405 -0.275
C 1.758 4.315 7.222 -0.918
H -1.334 -3.326 -5.328 0.217
H 0.359 7.511 -3.917 0.403
H -2.044 -8.531 3.758 0.395
H -2.894 -4.109 -3.509 0.375
C 2.154 4.553 -4.464 -0.808
H 3.486 5.979 -5.291 0.462
H -0.519 -6.694 4.898 0.410
H 0.084 -2.350 0.433 0.102
H -2.309 -4.979 5.236 0.444
C 1.734 5.762 -6.524 -0.703
C 3.228 2.797 1.900 1.438
C -0.359 -9.224 4.986 -1.344
N -3.393 0.914 0.509 0.161
H -0.575 -3.007 -2.981 -0.412
H -1.374 -3.678 -1.508 -0.032
C 2.212 2.278 4.137 -0.636
H -0.210 0.461 -2.333 0.304
H 3.921 -3.507 -0.128 0.591
C -2.678 2.244 -1.292 -0.742
N 3.965 2.042 -0.665 0.443
H -4.374 -3.475 1.935 0.333
H 0.310 -4.602 4.349 0.410
O 1.395 2.518 -2.772 -0.129
H -5.172 -0.267 0.647 0.387
Cl 2.698 -2.212 -1.625 -0.136
C -1.556 -6.125 3.006 -0.852
H -2.056 -4.813 -5.686 0.409
C -0.199 -4.099 3.531 -1.051
C 3.268 4.374 3.852 -0.847
C 4.489 3.127 1.385 -0.624
C -0.397 1.744 -4.109 0.138
H 1.899 1.260 3.930 0.626
H 2.708 -0.937 1.017 -0.358
C 4.855 2.683 0.138 -1.073
C 0.005 4.626 -0.524 -0.519
C -2.559 -4.282 4.434 -0.446
C 3.434 -1.749 0.987 0.237
N 1.187 -5.379 -2.261 -0.476
H 1.295 2.028 6.101 0.452
H 2.746 4.393 -3.574 0.517
H -4.551 -5.240 4.104 0.345
C 2.843 4.767 5.107 -0.511
H 1.092 5.172 7.157 0.362
H -3.666 -1.147 0.416 0.341
H 1.815 7.183 -2.887 0.428
O -0.029 -0.353 0.814 0.869
C 2.884 3.158 3.298 0.611
O -1.321 3.052 -7.373 -0.540
C -3.943 -4.374 3.842 -0.832
H 2.132 1.149 -0.854 1.274
H -0.595 -8.839 5.983 0.345
H -0.397 -4.909 -5.134 0.355
C 0.631 5.615 -1.247 -0.503
H -0.236 -3.014 3.709 -0.005
H -2.735 1.182 2.398 0.671
C -0.959 -3.909 -2.486 1.050
C 4.446 1.637 -2.004 -0.958
H 3.545 -2.141 1.997 0.401
C 2.746 1.763 -0.207 -1.791
N 2.142 3.893 5.846 -0.011
H -2.056 -2.840 2.316 -0.195
H 0.148 5.239 -7.736 0.522
H -3.976 -5.149 1.706 0.433
C 2.523 5.493 -5.410 -0.713
C -2.523 0.037 -4.733 -1.655
H 3.646 1.215 -2.605 0.281
H 0.352 -4.340 2.621 0.642
H 0.723 -9.095 4.931 0.354
C -1.332 -4.369 -5.000 -1.157
H 2.681 4.575 7.741 0.407
N -1.569 -4.642 3.302 0.339
C -1.221 5.986 -2.549 -0.288
H -0.286 -1.428 -1.013 -0.193
H 1.685 5.797 -1.088 0.409
H -1.971 -1.037 -2.959 1.196
C -0.444 -1.458 0.069 0.542
Cu -0.250 -0.184 3.002 0.034


# 2
57
Properties=species:S:1:pos:R:3:nbo_charge:R:1 method="wB97M-V/def2-TZVPD" total_energy_ha=-2158.5390 orbital_gap_ev=8.082 homo_ev=-8.491 lumo_energy_ha=-0.0150 multiplicity=1 charge=0 max_force_ev_per_a=6.012
C 1.288 2.603 -1.348 -0.096
H -0.141 -2.402 1.152 0.194
H -1.791 -1.212 2.530 0.186
H 3.684 4.401 0.636 0.191
H -1.736 -4.733 3.482 0.168
H 1.095 3.783 0.447 0.194
H 4.582 6.381 -0.677 0.176
C 3.613 4.440 -0.455 -0.243
H 2.296 5.190 -1.806 0.349
H 4.736 7.295 -2.692 0.172
O 1.129 2.674 -2.759 -0.550
C 4.352 6.365 -3.119 -0.243
H -1.700 -0.587 -0.083 0.515
O -1.980 -6.801 1.927 -0.553
H -2.773 -4.334 0.507 0.160
H 0.060 -6.948 2.388 0.178
F -4.867 -0.043 -1.564 -0.445
O 4.829 5.233 -2.414 -0.553
H -3.578 -4.179 2.108 0.181
N -0.325 -4.289 1.955 -0.622
H 5.668 4.995 -0.587 0.184
C -3.394 -3.702 1.143 -0.246
O -2.810 -2.416 1.280 -0.566
H -4.352 -3.581 0.633 0.197
C -1.609 -7.131 0.599 -0.243
C 1.204 3.958 -0.628 -0.250
H 0.286 4.452 -0.958 0.207
N 2.287 4.925 -0.831 -0.626
H -0.032 -4.929 3.926 0.194
H 3.800 3.433 -0.844 0.168
H 2.325 4.154 -3.568 0.156
H -1.086 -7.081 3.722 0.188
H 0.183 -2.488 2.875 0.198
C 2.287 3.067 -3.474 -0.244
H -2.339 -2.686 3.285 0.174
C -0.493 -2.842 2.091 -0.250
S -2.461 1.439 -0.645 1.694
O -6.038 1.962 -0.663 -0.831
H -0.845 -4.593 1.144 0.351
O -5.835 -0.039 0.772 -0.832
C 4.716 5.343 -0.997 -0.070
H 3.259 6.391 -3.137 0.156
C -0.757 -5.062 3.118 -0.245
C -0.875 -6.547 2.791 -0.070
H 2.189 2.035 -1.089 0.156
H -1.288 -6.244 0.044 0.153
O -1.764 -0.051 -0.900 -0.857
O -3.761 1.373 0.463 -0.819
C -1.899 -2.289 2.365 -0.091
H 2.209 2.662 -4.487 0.186
O -1.412 2.261 0.046 -0.863
H 0.445 2.009 -0.988 0.209
H -0.819 -7.885 0.579 0.174
H 3.205 2.683 -3.023 0.173
H 4.701 6.287 -4.149 0.192
S -5.182 0.838 -0.223 2.438
H -2.489 -7.536 0.099 0.195